[1]
# C10H16N4O4

One molecule with the formula C10H16N4O4 (ωB97M-V/def2-TZVPD, OMol25).

Geometry (Å):
C: 3.184 1.699 0.422
C: 4.291 0.945 -0.313
C: 5.256 0.297 0.677
C: 3.701 -0.110 -1.258
O: 2.893 -1.050 -0.549
C: 1.571 -0.970 -0.693
O: 1.003 -0.195 -1.417
C: 0.865 -1.957 0.208
C: 0.443 -1.247 1.511
N: -0.312 -0.045 1.277
C: -1.531 -0.075 0.693
N: -2.204 -1.172 0.565
N: -3.448 -1.091 0.032
C: -4.070 0.029 -0.425
O: -5.178 0.036 -0.903
N: -3.304 1.184 -0.283
C: -2.047 1.250 0.260
O: -1.425 2.283 0.371
H: 3.600 2.543 0.966
H: 2.439 2.072 -0.277
H: 2.694 1.043 1.139
H: 4.842 1.651 -0.943
H: 6.088 -0.168 0.153
H: 5.653 1.042 1.361
H: 4.742 -0.468 1.254
H: 4.500 -0.688 -1.730
H: 3.086 0.367 -2.027
H: 1.525 -2.789 0.443
H: -0.033 -2.313 -0.296
H: -0.187 -1.929 2.088
H: 1.324 -0.985 2.100
H: 0.187 0.819 1.104
H: -3.934 -1.974 -0.043
H: -3.724 2.043 -0.620

Output
- electronic energy (eV) = -24781.309
- charge = 0
- energy above the lowest of the compared OMol25 structures with the same formula, charge and spin (kJ/mol) = 33.0

***

[2]
# C5H4N2S

One molecule with the formula C5H4N2S (ωB97M-V/def2-TZVPD, OMol25).

Geometry (Å):
C: 0.361 -0.039 -1.095
C: 0.865 -0.431 0.270
S: 1.357 -1.940 0.666
C: 0.872 0.597 1.393
C: -0.454 0.950 1.886
N: -1.415 1.121 2.429
C: 1.515 1.954 0.929
N: 1.808 3.026 0.654
H: 0.350 1.035 -1.009
H: 0.940 -0.438 -1.880
H: -0.758 -0.406 -0.956
H: 1.585 0.231 2.201

Output
- electronic energy (eV) = -19062.805
- charge = 0
- energy above the lowest of the compared OMol25 structures with the same formula, charge and spin (kJ/mol) = 185.7